{
  "formula": "C27H46Cl2F6N3O5PtSi",
  "method": "wB97M-V/def2-TZVPD",
  "homo_energy_ev": [-2.5, -3.7],
  "charge": -1,
  "spin_multiplicity": 3,
  "homo_lumo_gap_ev": [5.0, 6.3],
  "symbols": ["C", "C", "H", "H", "H", "C", "C", "H", "H", "H", "H", "Pt", "Cl", "C", "O", "N", "C", "C", "H", "H", "H", "H", "H", "H", "H", "H", "H", "C", "C", "N", "H", "C", "O", "H", "H", "H", "H", "H", "H", "C", "C", "N", "H", "C", "O", "H", "H", "H", "H", "O", "C", "C", "C", "H", "C", "H", "C", "H", "C", "C", "H", "H", "H", "Si", "Cl", "C", "C", "C", "H", "H", "H", "H", "H", "H", "H", "H", "H", "C", "C", "O", "C", "F", "F", "F", "C", "F", "F", "F", "H", "H", "H"],
  "positions_angstrom": [[1.341, 4.654, -0.075], [-0.018, 4.078, -0.359], [1.690, 5.260, -0.915], [2.079, 3.878, 0.184], [1.222, 5.300, 0.805], [-0.739, 4.490, -1.422], [-0.326, 5.567, -2.405], [-1.767, 4.152, -1.600], [0.641, 5.416, -2.922], [-0.270, 6.586, -1.977], [-1.100, 5.620, -3.190], [1.234, -0.828, -1.662], [1.987, 0.311, 0.334], [-1.885, -1.391, 0.128], [-1.024, -1.706, -0.713], [-3.103, -1.944, 0.094], [-3.311, -2.876, -0.986], [-4.208, -1.617, 0.988], [-1.712, -0.697, 0.971], [-2.514, -3.632, -0.973], [-3.274, -2.356, -1.954], [-4.286, -3.342, -0.849], [-3.826, -1.292, 1.963], [-4.820, -2.518, 1.115], [-4.837, -0.817, 0.571], [0.739, -6.048, 1.070], [1.839, -5.308, 2.845], [0.959, -5.252, 0.338], [2.381, -4.516, 2.306], [1.687, -4.204, 1.047], [0.028, -4.843, -0.072], [1.886, -2.990, 0.510], [1.605, -2.715, -0.703], [2.404, -3.599, 2.907], [2.398, -2.303, 1.224], [1.570, -5.648, -0.492], [3.421, -4.814, 2.090], [1.417, 0.648, -5.239], [-1.094, 1.554, -4.356], [0.852, -0.217, -5.599], [-1.348, 0.701, -5.013], [-0.393, -0.386, -4.860], [1.446, -1.121, -5.472], [-0.477, -1.226, -3.811], [0.540, -1.888, -3.400], [-2.344, 0.327, -4.755], [-1.431, -1.269, -3.254], [0.563, -0.040, -6.638], [-1.291, 1.013, -6.064], [0.380, 2.779, 1.653], [-0.517, 3.167, 0.767], [-2.148, 1.859, -0.716], [-1.893, 2.442, 0.529], [-1.312, 1.781, -1.436], [-3.457, 1.511, -1.108], [-0.753, 3.811, 1.615], [-2.923, 2.401, 1.491], [-3.648, 1.210, -2.154], [-4.509, 1.634, -0.188], [-4.223, 1.999, 1.135], [-2.729, 2.741, 2.516], [-5.537, 1.379, -0.495], [-5.038, 2.043, 1.871], [4.161, 0.112, 0.337], [0.649, 1.148, -2.549], [4.563, -1.517, -0.616], [5.247, 0.075, 1.841], [4.592, 1.369, -0.967], [3.784, -1.782, -1.362], [4.687, -2.348, 0.099], [5.527, -1.437, -1.158], [4.075, 1.161, -1.914], [5.675, 1.299, -1.164], [4.371, 2.398, -0.665], [4.913, -0.518, 2.698], [5.370, 1.117, 2.160], [6.227, -0.333, 1.547], [-1.888, 0.315, 4.194], [-0.704, -0.431, 3.518], [-0.519, -0.172, 2.251], [0.594, 0.034, 4.364], [0.456, -0.209, 5.709], [1.729, -0.584, 3.949], [0.778, 1.366, 4.221], [-0.935, -1.990, 3.777], [0.141, -2.750, 3.446], [-1.262, -2.295, 5.065], [-1.970, -2.443, 2.996], [-1.691, 1.389, 4.082], [-1.980, 0.044, 5.253], [-2.811, 0.074, 3.649]]
}

{
  "formula": "C21H20N4O5S2",
  "method": "wB97M-V/def2-TZVPD",
  "smiles": "O=C1/C(=C\\c2c(NCCOCCO)nc3ccccn3c2=O)SC(=S)N1Cc1ccco1",
  "homo_energy_ev": -7.7,
  "homo_lumo_gap_ev": 7.0,
  "symbols": ["O", "C", "C", "C", "C", "C", "N", "C", "C", "O", "C", "C", "O", "N", "C", "C", "C", "C", "C", "N", "C", "O", "S", "C", "S", "N", "C", "C", "C", "C", "C", "O", "H", "H", "H", "H", "H", "H", "H", "H", "H", "H", "H", "H", "H", "H", "H", "H", "H", "H", "H", "H"],
  "positions_angstrom": [[0.799, 0.081, 0.696], [-0.145, -0.635, 0.969], [-1.554, -0.277, 0.935], [-2.134, 0.918, 0.645], [-1.588, 2.119, 0.107], [-0.555, 2.245, -0.856], [-0.107, 1.205, -1.563], [0.939, 1.302, -2.547], [2.178, 0.488, -2.162], [1.931, -0.889, -2.398], [3.041, -1.622, -2.851], [4.230, -1.669, -1.879], [3.894, -2.143, -0.604], [-0.063, 3.448, -1.202], [-0.578, 4.543, -0.712], [-0.013, 5.802, -1.049], [-0.574, 6.959, -0.606], [-1.732, 6.908, 0.201], [-2.254, 5.700, 0.529], [-1.692, 4.541, 0.096], [-2.276, 3.303, 0.535], [-3.266, 3.353, 1.239], [-2.530, -1.614, 1.545], [-1.115, -2.616, 1.787], [-1.145, -4.141, 2.367], [0.007, -1.935, 1.431], [1.316, -2.554, 1.486], [1.400, -3.699, 0.530], [1.027, -3.798, -0.781], [1.330, -5.126, -1.173], [1.862, -5.726, -0.074], [1.908, -4.869, 0.958], [-3.172, 1.024, 0.943], [-0.395, 0.277, -1.303], [0.561, 0.930, -3.506], [1.200, 2.356, -2.634], [3.021, 0.826, -2.776], [2.405, 0.649, -1.102], [2.660, -2.635, -3.012], [3.401, -1.222, -3.812], [4.639, -0.668, -1.722], [5.011, -2.296, -2.339], [3.381, -2.956, -0.700], [0.867, 5.785, -1.671], [-0.145, 7.915, -0.864], [-2.196, 7.812, 0.557], [-3.130, 5.564, 1.147], [2.036, -1.770, 1.226], [1.511, -2.924, 2.497], [0.601, -3.022, -1.385], [1.166, -5.567, -2.134], [2.229, -6.718, 0.095]]
}

{
  "formula": "C45H77BrI2N10OP",
  "method": "wB97M-V/def2-TZVPD",
  "homo_energy_ev": -10.9,
  "charge": 1,
  "homo_lumo_gap_ev": 7.3,
  "symbols": ["C", "C", "C", "C", "N", "C", "P", "O", "Br", "C", "C", "C", "C", "N", "C", "C", "I", "C", "C", "I", "H", "H", "H", "H", "H", "H", "H", "H", "H", "H", "H", "H", "H", "H", "H", "H", "H", "H", "H", "H", "H", "C", "C", "C", "C", "N", "H", "H", "H", "H", "H", "H", "H", "C", "C", "C", "C", "N", "H", "H", "H", "H", "H", "H", "H", "C", "C", "C", "C", "N", "H", "H", "H", "H", "H", "H", "H", "C", "C", "C", "C", "N", "H", "H", "H", "H", "H", "H", "H", "C", "C", "C", "C", "N", "H", "H", "H", "H", "H", "H", "H", "C", "C", "C", "C", "N", "H", "H", "H", "H", "H", "H", "H", "C", "C", "C", "C", "N", "H", "H", "H", "H", "H", "H", "H", "C", "C", "C", "C", "N", "H", "H", "H", "H", "H", "H", "H"],
  "positions_angstrom": [[5.520, 4.250, 3.192], [4.908, 2.889, 2.805], [3.616, 2.974, 2.041], [3.128, 4.223, 1.721], [1.998, 4.371, 1.023], [1.274, 3.341, 0.588], [-0.257, 3.763, -0.394], [-0.421, 5.338, 0.028], [0.691, 3.925, -2.433], [1.683, 2.038, 0.892], [0.790, 0.931, 0.386], [-0.235, 0.527, 1.487], [-1.525, 1.332, 1.354], [-1.479, 2.575, 2.143], [2.867, 1.837, 1.626], [3.280, 0.415, 1.936], [5.159, -0.032, 0.930], [3.248, 0.042, 3.482], [2.506, 1.048, 4.357], [5.207, -0.412, 4.244], [6.491, 4.078, 3.637], [4.886, 4.733, 3.935], [5.604, 4.895, 2.322], [5.664, 2.381, 2.220], [4.775, 2.343, 3.729], [3.610, 5.137, 2.013], [1.672, 5.307, 0.818], [0.071, 5.902, -0.587], [1.336, 0.035, 0.103], [0.241, 1.211, -0.507], [-0.502, -0.516, 1.361], [0.255, 0.680, 2.448], [-1.681, 1.566, 0.308], [-2.368, 0.719, 1.661], [-1.290, 2.348, 3.111], [-2.409, 2.978, 2.105], [2.591, -0.262, 1.460], [2.721, -0.900, 3.553], [3.162, 1.786, 4.802], [2.096, 0.505, 5.204], [1.664, 1.513, 3.849], [5.411, 1.415, 10.278], [5.861, 0.949, 8.898], [5.131, 1.665, 7.758], [3.708, 1.340, 7.721], [2.590, 1.079, 7.690], [4.360, 1.180, 10.454], [5.995, 0.923, 11.055], [5.544, 2.492, 10.389], [5.718, -0.130, 8.811], [6.931, 1.139, 8.789], [5.575, 1.377, 6.801], [5.257, 2.744, 7.852], [-4.764, -2.181, -0.266], [-4.822, -3.275, 0.794], [-4.844, -2.718, 2.221], [-3.602, -2.034, 2.566], [-2.633, -1.482, 2.837], [-3.837, -1.607, -0.197], [-4.811, -2.618, -1.264], [-5.603, -1.492, -0.161], [-3.973, -3.951, 0.670], [-5.726, -3.867, 0.646], [-5.003, -3.530, 2.934], [-5.679, -2.026, 2.338], [2.918, -2.015, -3.188], [2.259, -3.347, -2.845], [0.776, -3.371, -3.197], [0.048, -2.424, -2.355], [-0.518, -1.693, -1.674], [2.480, -1.197, -2.613], [3.981, -2.062, -2.947], [2.825, -1.781, -4.251], [2.381, -3.554, -1.779], [2.769, -4.147, -3.382], [0.368, -4.370, -3.041], [0.627, -3.137, -4.249], [-8.609, -7.123, 0.299], [-8.673, -6.889, -1.206], [-7.637, -5.873, -1.696], [-7.891, -4.530, -1.178], [-8.096, -3.475, -0.775], [-8.851, -6.215, 0.854], [-9.323, -7.891, 0.595], [-7.614, -7.455, 0.603], [-9.676, -6.559, -1.483], [-8.496, -7.834, -1.722], [-7.649, -5.832, -2.786], [-6.633, -6.188, -1.403], [11.018, 3.117, 5.416], [10.269, 1.805, 5.617], [8.833, 1.850, 5.080], [7.995, 2.787, 5.820], [7.334, 3.532, 6.392], [10.555, 3.931, 5.977], [12.047, 3.022, 5.759], [11.041, 3.399, 4.361], [10.260, 1.547, 6.677], [10.802, 1.006, 5.099], [8.390, 0.853, 5.141], [8.837, 2.128, 4.023], [-4.271, 1.551, -3.591], [-5.729, 1.571, -3.144], [-5.965, 2.466, -1.923], [-5.297, 1.957, -0.728], [-4.780, 1.545, 0.211], [-3.623, 1.121, -2.824], [-4.161, 0.948, -4.492], [-3.914, 2.560, -3.814], [-6.059, 0.554, -2.931], [-6.347, 1.937, -3.960], [-7.035, 2.534, -1.719], [-5.618, 3.481, -2.125], [-6.108, 0.454, -8.608], [-7.372, 1.292, -8.452], [-7.511, 1.907, -7.056], [-7.701, 0.892, -6.021], [-7.853, 0.095, -5.210], [-6.119, -0.410, -7.941], [-6.022, 0.084, -9.629], [-5.216, 1.045, -8.389], [-8.247, 0.680, -8.676], [-7.356, 2.102, -9.183], [-8.366, 2.585, -7.037], [-6.627, 2.504, -6.819], [0.716, -1.894, -8.420], [2.151, -2.045, -7.927], [2.591, -3.508, -7.808], [1.848, -4.225, -6.774], [1.264, -4.789, -5.962], [0.004, -2.324, -7.714], [0.466, -0.841, -8.544], [0.579, -2.387, -9.384], [2.261, -1.544, -6.963], [2.823, -1.542, -8.624], [3.654, -3.553, -7.564], [2.464, -4.019, -8.763]]
}

{
  "formula": "C4H3N3",
  "method": "wB97M-V/def2-TZVPD",
  "smiles": "C#Cc1cn[nH]n1",
  "homo_energy_ev": -9.7,
  "homo_lumo_gap_ev": 10.5,
  "symbols": ["C", "C", "C", "C", "N", "N", "N", "H", "H", "H"],
  "positions_angstrom": [[-0.938, -0.823, -2.414], [-0.519, -0.365, -1.386], [-0.064, 0.131, -0.136], [1.246, 0.223, 0.410], [1.153, 0.546, 1.680], [-0.171, 0.740, 1.863], [-0.925, 0.461, 0.797], [-1.308, -1.223, -3.328], [2.188, 0.042, -0.090], [-0.663, 0.267, 2.604]]
}

F_max values, unit eV Å⁻¹, following the record order: 3.6, 0.9, 1.2, 1.6.